Entry 1:
Below is an isolated ion of composition C3H10NP2 and charge +1 at a distorted geometry, with properties calculated with the ωB97M-V functional and the def2-TZVPD basis.

As for the HOMO-LUMO gap (spin up / spin down): 6.774 / 6.013 eV. The calculation puts the LUMO energy (spin up / spin down) at -3.396 / -8.262 eV. The value obtained for the highest occupied orbital energy (spin up / spin down) is -10.2 / -14.3 eV. As for the multiplicity: 3. For the energy above the lowest of the compared OMol25 structures with the same formula, charge and spin, the calculation gives 302.4 kJ/mol. Its strongest force on any atom is 3.411 eV/Å. The total charge is +1.

The geometry in XYZ format:
```
16
C3H10NP2 the ωB97M-V functional and the def2-TZVPD basis
P -1.29 -1.55 0.14
C 0.48 -0.85 0.41
H 0.94 -0.32 -1.65
H -1.26 -1.95 -1.19
H 1.33 1.07 0.84
H -0.16 1.66 -0.96
N 0.48 0.51 0.93
H 2.28 -0.27 -0.49
H 1.71 -1.79 -1.16
H -0.07 0.87 1.78
H -2.63 0.75 1.26
P -2.29 0.41 -0.20
H -1.00 2.43 0.19
H 0.96 -1.54 1.07
C 1.38 -0.87 -0.78
C -0.87 1.44 -0.20
```

Results of the Löwdin charge analysis, in e, for atoms 1 through 2: P 0.860; C -0.632


Entry 2:
Below is C3H10NPSi in the gas phase at a distorted geometry, with properties calculated with the ωB97M-V functional and the def2-TZVPD basis.

As for the HOMO-LUMO gap (spin up / spin down): 7.513 / 8.668 eV. The calculation puts the LUMO energy (spin up / spin down) at 1.057 / -1.589 eV. The value obtained for the highest occupied orbital energy (spin up / spin down) is -6.5 / -10.3 eV. As for the multiplicity: 3. For the energy above the lowest of the compared OMol25 structures with the same formula, charge and spin, the calculation gives 0.0 kJ/mol. Its strongest force on any atom is 4.884 eV/Å.

The geometry in XYZ format:
```
16
C3H10NPSi the ωB97M-V functional and the def2-TZVPD basis
Si 0.10 -0.04 0.14
N -2.43 0.10 1.66
H -0.50 0.92 -1.95
H -0.67 2.19 -0.78
H 2.17 1.14 -0.44
H -3.20 0.13 2.23
H -2.04 0.87 -0.92
P -1.05 -0.40 2.12
C -0.94 1.17 -0.96
C 1.87 0.74 0.49
C 0.51 -1.78 -0.65
H 2.00 1.49 1.14
H 1.60 -2.09 -0.46
H -0.17 -2.65 -0.38
H 0.29 -1.70 -1.75
H 2.46 -0.10 0.53
```

Results of the Löwdin charge analysis, in e, for atoms 1 through 2: Si 0.418; N -0.394


Entry 3:
Below is a 2-piece molecular cluster, C3H10NS overall at a distorted geometry, with properties calculated with the ωB97M-V functional and the def2-TZVPD basis.

As for the HOMO-LUMO gap: 6.028 eV. The calculation puts the LUMO energy at 3.818 eV. The value obtained for the highest occupied orbital energy is -2.2 eV. As for the multiplicity: 1. For the energy above the lowest of the compared OMol25 structures with the same formula, charge and spin, the calculation gives 149.9 kJ/mol. Its strongest force on any atom is 1.711 eV/Å. The total charge is -1.

The geometry in XYZ format:
```
15
C3H10NS the ωB97M-V functional and the def2-TZVPD basis
H -1.97 -0.81 -1.76
H 0.32 0.09 0.97
N -1.79 -0.26 0.36
H -0.37 -1.60 0.69
H -2.05 0.70 0.20
H 0.11 -0.28 -0.58
H 2.27 1.03 1.33
C -2.41 -0.95 -0.75
H -2.48 -2.03 -0.59
H 3.69 1.93 0.86
H 3.54 0.37 0.22
C -0.33 -0.56 0.39
C 2.92 1.22 0.48
S 2.01 1.78 -1.00
H -3.45 -0.62 -0.83
```

Results of the Löwdin charge analysis, in e, for atoms 1 through 2: H 0.073; H 0.038